[1]
Molecular formula: C3H4N4O2
Method: DFT, ωB97M-V/def2-TZVPD

Last column: Löwdin charge in e.
Cartesian coordinates (Å):
C -0.352 1.641 0.202  -0.107
C 0.946 -0.510 -0.038  -0.461
C -1.356 -0.540 -0.057  -0.478
H -1.356 2.066 1.166  0.195
H 1.037 2.055 0.613  0.195
H -0.659 2.008 -1.186  0.195
H 2.872 -0.620 -0.519  0.125
N -0.225 0.215 0.134  -0.113
N 2.080 0.134 -0.211  0.114
N 0.876 -1.879 -0.026  0.087
N -0.135 -2.581 0.196  0.090
O -1.278 -1.924 0.026  0.047
O -2.450 -0.066 -0.302  0.112

Values from the calculation:
Relative energy (zero: lowest compared OMol25 entry of this formula, charge and spin): 156.42 kcal per mole
HOMO level: -10.2 eV
Frontier orbital gap: 8.990 eV
E_tot: -485.9779 a.u.

=====

[2]
Molecular formula: Br4Co
Method: DFT, ωB97M-V/def2-TZVPD

Last column: Löwdin spin population.
Cartesian coordinates (Å):
Co 0.007 0.032 0.023  2.749
Br 0.491 2.504 -0.556  0.055
Br 0.491 -0.313 2.389  0.070
Br 1.360 -1.539 -1.468  0.060
Br -2.350 -0.685 -0.388  0.066

Values from the calculation:
Spin multiplicity: 4
Relative energy (zero: lowest compared OMol25 entry of this formula, charge and spin): 0.00 kcal per mole
Net charge: -2
HOMO level (alpha / beta): -2.0 / -2.1 eV
Frontier orbital gap (alpha / beta): 7.860 / 7.908 eV
E_tot: -11679.0666 a.u.

=====

[3]
Molecular formula: C4H6N2O
Method: DFT, ωB97M-V/def2-TZVPD

Last column: Löwdin charge in e.
Cartesian coordinates (Å):
N -1.931 0.952 -0.467  0.113
C -1.954 -0.050 0.301  -0.309
O -0.928 -0.909 0.438  -0.069
C 0.231 -0.671 -0.358  -0.197
C 1.255 0.112 0.466  -0.148
C 2.519 0.247 -0.262  -0.222
N 3.510 0.326 -0.853  0.143
H -2.818 1.448 -0.436  0.055
H -2.776 -0.372 0.946  0.135
H -0.039 -0.122 -1.263  0.116
H 0.622 -1.656 -0.621  0.133
H 0.863 1.108 0.701  0.125
H 1.445 -0.412 1.409  0.127

Values from the calculation:
Relative energy (zero: lowest compared OMol25 entry of this formula, charge and spin): 30.22 kcal per mole
HOMO level: -10.7 eV
Frontier orbital gap: 11.423 eV
SMILES: [H]/N=C/OCCC#N
E_tot: -340.7467 a.u.

=====

[4]
Molecular formula: H2NO4P
Method: DFT, ωB97M-V/def2-TZVPD

Last column: Löwdin charge in e.
Cartesian coordinates (Å):
N 1.902 -1.392 0.385  -0.099
O 0.502 2.175 0.293  -0.485
O 0.528 0.369 -1.598  -0.462
O -3.827 -0.575 0.142  -0.799
O 1.315 -0.263 0.825  -0.457
P 0.272 0.757 -0.189  0.462
H 2.581 -1.210 -0.492  0.038
H -3.274 0.138 0.633  -0.198

Values from the calculation:
Relative energy (zero: lowest compared OMol25 entry of this formula, charge and spin): 89.67 kcal per mole
Net charge: -2
HOMO level (alpha / beta): 0.8 / 0.7 eV
Frontier orbital gap (alpha / beta): 5.690 / 6.073 eV
E_tot: -698.1446 a.u.

=====

[5]
Molecular formula: C7H16N2O
Method: DFT, ωB97M-V/def2-TZVPD

Last column: Löwdin charge in e.
Cartesian coordinates (Å):
C -2.632 -0.264 -0.267  -0.075
C -1.731 1.257 1.407  -0.097
C 1.873 -2.373 -0.213  -0.019
N -1.543 0.664 0.081  -0.280
C 0.917 -1.421 0.453  -0.530
O -0.111 -1.858 0.965  0.023
H -3.553 0.295 -0.474  0.079
H -2.381 -0.870 -1.142  0.083
H -2.839 -0.939 0.569  0.082
H -1.617 0.478 2.170  0.085
H -2.707 1.733 1.526  0.079
H -0.952 1.999 1.615  0.081
H 1.315 -3.237 -0.586  0.086
H 2.600 -2.725 0.522  0.089
H 2.381 -1.905 -1.059  0.074
C 2.672 0.434 0.448  -0.082
N 1.344 -0.111 0.599  0.003
C -0.951 1.445 -0.934  -0.227
C -0.347 1.002 -2.044  0.009
H 0.612 0.483 0.977  0.099
H -1.217 2.497 -0.864  0.103
H 2.935 0.939 1.381  0.084
H 3.421 -0.327 0.223  0.077
H 2.673 1.165 -0.364  0.077
H -0.026 -0.032 -2.120  0.052
H -0.137 1.673 -2.868  0.045

Values from the calculation:
Relative energy (zero: lowest compared OMol25 entry of this formula, charge and spin): 50.16 kcal per mole
HOMO level: -7.9 eV
Frontier orbital gap: 8.845 eV
SMILES: C=CN(C)C.CNC(C)=O
E_tot: -461.0239 a.u.

=====

[6]
Molecular formula: C6H9N3OSi2
Method: DFT, ωB97M-V/def2-TZVPD

Last column: Löwdin charge in e.
Cartesian coordinates (Å):
C -3.042 1.603 -0.075  -0.225
C -2.590 -0.832 1.471  -0.226
C -2.678 -0.943 -1.530  -0.228
C 1.436 -1.586 -1.082  -0.155
C 1.331 0.130 1.861  -0.192
C 1.922 1.669 -0.703  -0.118
N -3.699 2.549 -0.236  0.115
N -2.784 -1.400 2.454  0.110
N -3.162 -1.548 -2.378  0.109
O -0.491 0.108 -0.364  -0.300
Si -2.046 0.046 -0.085  0.322
Si 1.163 -0.007 -0.046  0.520
H 0.700 -1.814 -1.934  0.068
H 2.405 -1.619 -1.453  -0.017
H 1.274 -2.597 -0.632  0.046
H 1.010 1.194 2.226  0.065
H 0.776 -0.498 2.597  0.021
H 2.404 -0.169 2.210  0.056
H 1.558 1.715 -1.674  0.007
H 1.559 2.384 -0.015  0.017
H 2.953 1.615 -0.612  0.004

Values from the calculation:
Relative energy (zero: lowest compared OMol25 entry of this formula, charge and spin): 0.00 kcal per mole
HOMO level: -11.1 eV
Frontier orbital gap: 10.594 eV
SMILES: C[Si](C)(C)O[Si](C#N)(C#N)C#N
E_tot: -1052.6088 a.u.

=====

[7]
Molecular formula: C33H22F6HfINO8P2
Method: DFT, ωB97M-V/def2-TZVPD

Last column: Löwdin spin population.
Cartesian coordinates (Å):
Hf -0.991 0.309 -0.135  0.019
O -0.033 -0.162 1.669  0.141
C 1.238 -0.158 1.490  0.301
O 1.569 0.216 0.156  0.040
C 2.372 -0.421 2.244  0.054
C 2.445 -0.764 3.613  0.102
C 3.680 -0.957 4.182  0.004
C 4.869 -0.822 3.441  0.131
C 4.825 -0.498 2.097  0.001
C 3.589 -0.305 1.497  0.126
P 3.139 0.031 -0.169  0.041
C 3.645 1.555 -0.926  0.008
C 3.125 2.743 -0.405  0.001
C 3.511 3.950 -0.960  0.000
C 4.420 3.972 -2.011  0.000
C 4.948 2.790 -2.515  0.000
C 4.562 1.572 -1.976  0.001
C 3.361 -1.330 -1.285  0.012
C 3.920 -2.520 -0.823  0.002
C 4.030 -3.596 -1.691  0.000
C 3.571 -3.482 -2.996  0.000
C 2.997 -2.298 -3.447  0.000
C 2.890 -1.213 -2.595  0.001
H 1.535 -0.860 4.190  0.005
H 3.743 -1.216 5.230  -0.003
H 5.822 -0.972 3.927  0.007
H 5.739 -0.396 1.525  -0.003
H 2.418 2.715 0.416  0.000
H 3.106 4.874 -0.567  0.000
H 4.724 4.918 -2.439  0.000
H 5.658 2.816 -3.329  0.000
H 4.966 0.649 -2.372  0.000
H 4.258 -2.601 0.202  0.000
H 4.469 -4.522 -1.347  0.000
H 3.658 -4.324 -3.670  0.000
H 2.634 -2.224 -4.463  0.000
H 2.438 -0.290 -2.937  0.000
O -0.337 0.801 -2.146  0.000
C -0.199 1.914 -2.707  0.000
C -0.137 3.178 -2.082  0.000
C 0.045 4.322 -2.884  0.000
C 0.134 5.545 -2.296  0.000
C 0.026 5.694 -0.900  0.000
C -0.144 4.597 -0.102  0.000
C -0.216 3.305 -0.665  0.000
O -0.325 2.267 0.100  0.001
N 0.355 6.731 -3.134  0.000
O 0.442 6.563 -4.332  0.000
O 0.455 7.797 -2.563  0.000
H -0.111 1.896 -3.799  0.000
H 0.118 4.242 -3.962  0.000
H 0.079 6.688 -0.479  0.000
H -0.238 4.691 0.971  0.000
F -2.772 1.216 -1.058  0.000
P -3.894 1.670 0.242  0.000
F -4.697 1.991 1.536  0.000
F -3.056 3.011 0.325  0.000
F -4.888 2.258 -0.806  0.000
F -4.468 0.213 0.121  0.000
F -2.585 0.945 1.202  0.001
I -2.735 -6.687 -5.112  0.000
C -2.271 -5.140 -3.786  0.000
C -0.942 -4.784 -3.594  0.000
C -0.638 -3.761 -2.715  0.000
C -1.658 -3.100 -2.038  0.000
C -2.988 -3.466 -2.233  0.000
C -3.297 -4.488 -3.112  0.000
C -1.330 -2.013 -1.106  0.001
O -0.138 -1.592 -0.938  0.001
O -2.260 -1.403 -0.471  0.002
H -0.157 -5.306 -4.123  0.000
H 0.388 -3.463 -2.541  0.000
H -3.767 -2.944 -1.695  0.000
H -4.326 -4.778 -3.272  0.000

Values from the calculation:
Spin multiplicity: 2
Net charge: +1
HOMO level (alpha / beta): -9.6 / -11.2 eV
Frontier orbital gap (alpha / beta): 5.689 / 7.299 eV
E_tot: -3555.2178 a.u.

=====

Which of these has the highest E_tot? C4H6N2O

=====

Which of these has the highest E_tot? C4H6N2O

=====

Which formula does entry 1 have? C3H4N4O2